[1]
C5H7NOS | ωB97M-V/def2-TZVPD

Positions of all 15 atoms, in Å:
1 C 0.26 0.07 -1.72
2 C 0.13 -0.09 -0.20
3 C 0.41 -1.37 0.53
4 C -0.19 0.96 0.70
5 C -0.37 2.45 0.08
6 H 0.75 -0.79 -2.17
7 H 0.87 0.93 -2.08
8 H -0.65 0.03 -2.38
9 H 0.59 -1.21 1.75
10 H -0.90 2.07 2.44
11 H 0.24 0.48 2.59
12 H -0.32 3.17 0.90
13 N -0.38 1.07 2.06
14 O -0.71 2.64 -1.09
15 S 0.40 -2.84 -0.19

charge: 0
HOMO level: -0.310 hartree
SMILES: C/C(C=S)=C(/N)C=O

=====

[2]
C5H7NOS | ωB97M-V/def2-TZVPD

Positions of all 15 atoms, in Å:
1 C -1.02 0.78 -0.19
2 C -1.59 -0.49 -0.74
3 C 2.09 0.48 -0.42
4 C -0.33 0.85 0.98
5 C -1.86 -1.54 0.01
6 N 2.21 1.66 -0.62
7 O 3.40 -1.52 0.33
8 S 2.24 -1.16 -0.52
9 H -0.85 1.57 -0.80
10 H -2.01 -0.39 -1.74
11 H 0.03 1.62 1.60
12 H -0.38 -0.05 1.53
13 H -1.37 -1.70 0.97
14 H -2.24 -2.52 -0.37
15 H 1.68 2.42 -0.02

charge: 0
HOMO level (alpha / beta): -0.232 / -0.340 hartree
multiplicity: 3

=====

In order of appearance, energy above the lowest of the compared OMol25 structures with the same formula, charge and spin = 3.517, 1.730 eV.